(1)
The molecule C11H16N2OSi at a distorted geometry. Source: the Open Molecules 2025 dataset; level of theory: wB97M-V/def2-TZVPD.

## Properties
Kohn-Sham gap (eV): 9.3
Energy relative to the best compared isomer or geometry (same formula, charge and spin) (kcal/mol): 90.2
SMILES: C[Si](C)(C)C#C[C@H](O)Nc1ccccn1
Electronic energy (eV): -24568.2214

Each line ends with the Löwdin charge.
Positions of all 31 atoms, in Å:
Si: -2.39936 0.15401 0.15465  0.568
O: 1.66282 -3.19779 -0.80889  -0.012
N: 4.34952 -0.13184 1.31070  0.114
N: 2.77946 -1.39555 0.25972  0.068
C: 5.87742 1.36073 0.21925  -0.064
C: 4.08254 0.27442 -0.97887  -0.014
C: -3.81736 -1.04495 -0.45190  -0.216
C: -2.79209 1.84339 -0.86806  -0.198
C: 3.75390 -0.42117 0.19212  -0.335
C: -0.69008 -0.47376 -0.02194  -0.190
C: -2.66451 0.26792 2.15120  -0.202
C: 5.24436 0.98176 -0.94809  -0.093
C: 5.27550 0.79167 1.30366  -0.173
C: 0.31973 -1.00322 -0.39233  0.030
C: 1.95806 -1.82234 -0.73083  -0.336
H: -2.36454 1.88672 -1.88553  0.011
H: -2.77240 1.24043 2.68312  0.015
H: 5.54337 0.99483 2.36885  0.121
H: -2.40106 2.63138 -0.20386  0.000
H: -4.11243 -2.01530 -0.03873  0.015
H: 2.87154 -2.12065 0.99579  0.177
H: 3.30515 0.23038 -1.82137  0.131
H: -4.74644 -0.43075 -0.27504  0.034
H: 0.81850 -3.48784 -0.41605  0.111
H: -3.66243 -1.34836 -1.48268  0.009
H: -3.97474 2.01109 -0.91797  0.063
H: -3.37294 -0.54232 2.50938  0.029
H: -1.69379 -0.02330 2.60628  0.003
H: 2.22854 -1.38947 -1.73822  0.132
H: 6.70910 2.02458 0.20506  0.099
H: 5.65779 1.39603 -1.84320  0.104

(2)
A structure of composition C3HFO2Tm at a distorted geometry. Source: the Open Molecules 2025 dataset; level of theory: wB97M-V/def2-TZVPD.

## Properties
Kohn-Sham gap (alpha / beta) (eV): 7.3 / 7.7
Charge: +1
2S+1: 3
Electronic energy (eV): -39456.7402

Each line ends with the Mulliken spin population.
Positions of all 8 atoms, in Å:
Tm: 2.90767 0.21026 0.10413  1.987
F: -1.73106 1.74563 -0.08498  0.001
O: -0.97506 -1.57961 -0.58164  0.001
O: -1.05215 -0.11873 0.99395  -0.022
C: -1.36253 0.50281 -0.16334  0.002
C: -1.28126 -0.36650 -1.17044  0.020
C: -0.82116 -1.47289 0.73113  0.020
H: -1.41066 -0.30010 -2.24254  -0.010

(3)
The ion C4H12N2O with charge +2 at a distorted geometry. Source: the Open Molecules 2025 dataset; level of theory: wB97M-V/def2-TZVPD.

## Properties
Kohn-Sham gap (eV): 10.9
Energy relative to the best compared isomer or geometry (same formula, charge and spin) (kcal/mol): 16.4
SMILES: [NH3+]CC[C@@H]([NH3+])C=O
Charge: +2
Electronic energy (eV): -9352.4437

Each line ends with the Löwdin charge.
Positions of all 19 atoms, in Å:
O: -0.58663 0.07091 -1.97698  0.132
N: 2.15959 -1.77577 0.31845  0.202
N: -0.97963 1.92605 1.09978  0.246
C: 0.26641 -0.20165 0.83766  -0.109
C: -0.89022 0.66098 0.28885  -0.214
C: 0.68561 -1.45328 0.08616  -0.100
C: -1.07514 0.85739 -1.22752  -0.159
H: -1.80999 0.08379 0.48696  0.180
H: 1.14323 0.41769 1.06020  0.132
H: -1.91271 2.33413 1.00662  0.191
H: 0.20482 -2.34166 0.49778  0.149
H: 2.41410 -2.66085 -0.12193  0.184
H: -0.02920 -0.48354 1.86135  0.142
H: -1.73107 1.68508 -1.52703  0.151
H: -0.29942 2.62822 0.79535  0.190
H: 2.32002 -2.04662 1.29547  0.180
H: -0.71792 1.87630 2.08781  0.188
H: 0.57246 -1.55433 -0.98849  0.129
H: 2.85945 -1.04641 0.13862  0.186

(4)
A structure of composition C10H6NO5SSc at a distorted geometry. Source: the Open Molecules 2025 dataset; level of theory: wB97M-V/def2-TZVPD.

## Properties
Kohn-Sham gap (alpha / beta) (eV): 5.8 / 6.0
Charge: +2
Electronic energy (eV): -53704.4860

Each line ends with the Löwdin charge.
Positions of all 24 atoms, in Å:
Sc: 0.00000 0.00000 0.00000  0.071
S: 0.01340 -1.72970 1.86360  0.925
O: -0.01010 1.87290 -2.34260  0.334
O: -2.97740 -0.29460 -0.24920  0.267
O: -0.07890 -2.79230 -1.06480  0.195
O: -0.01010 2.27610 1.95600  0.261
O: 2.97970 -0.26650 -0.25230  0.274
N: -1.28580 -0.58750 3.79730  0.096
C: -0.00620 1.40240 1.20710  -0.109
C: 1.83780 -0.18190 -0.15090  -0.120
C: -1.39250 0.16990 4.92380  0.010
C: 0.98440 0.56640 4.87730  0.018
C: 0.00740 -1.63050 -1.36750  -0.139
C: -0.00630 1.16550 -1.43770  -0.050
C: -1.83610 -0.19940 -0.14980  -0.126
C: -0.08140 -0.78910 3.18820  -0.758
C: 1.07900 -0.21530 3.72500  -0.065
C: -0.25800 0.76130 5.48330  0.006
H: 2.04460 -0.37080 3.25900  0.128
H: 0.10010 -1.35180 -2.44410  0.165
H: -2.15060 -1.02370 3.40430  0.194
H: -2.35890 0.31100 5.39130  0.150
H: -0.34070 1.36240 6.37990  0.134
H: 1.87120 1.01740 5.30210  0.139

(5)
The molecule CH4ClN2P at a distorted geometry. Source: the Open Molecules 2025 dataset; level of theory: wB97M-V/def2-TZVPD.

## Properties
Kohn-Sham gap (eV): 9.0
Energy relative to the best compared isomer or geometry (same formula, charge and spin) (kcal/mol): 47.7
Electronic energy (eV): -25889.4699

Each line ends with the Löwdin charge.
Positions of all 9 atoms, in Å:
Cl: -1.04462 2.37240 1.61346  0.325
P: 0.13658 1.25526 0.49577  0.018
N: -0.29813 -0.30914 0.54766  -0.224
N: 1.39659 0.64323 1.04743  -0.157
C: -0.05274 -1.19460 -0.53984  -0.212
H: 0.02646 1.80649 -0.84598  0.020
H: -0.82237 -2.09589 -0.61452  0.118
H: -0.13044 -0.65365 -1.43737  0.035
H: 0.78867 -1.82410 -0.26660  0.077

(6)
The molecule C6H7I at a distorted geometry. Source: the Open Molecules 2025 dataset; level of theory: wB97M-V/def2-TZVPD.

## Properties
Kohn-Sham gap (alpha / beta) (eV): 7.6 / 7.6
Energy relative to the best compared isomer or geometry (same formula, charge and spin) (kcal/mol): 84.0
Electronic energy (eV): -14431.0678

Each line ends with the Löwdin charge.
Positions of all 14 atoms, in Å:
I: -4.75902 0.11528 0.00002  0.575
C: -0.88733 1.25004 0.01306  0.086
C: -0.63291 -1.02789 0.37973  -0.119
C: -2.68751 -0.36398 -0.55376  -0.484
C: -1.99144 -1.28079 0.32574  -0.271
C: -0.08475 0.19511 -0.00071  -0.355
C: 1.40566 0.26005 -0.30991  -0.017
H: 1.88760 -0.67580 0.09745  0.109
H: 1.49389 0.35795 -1.30872  0.044
H: -0.10322 -1.89968 0.62306  0.092
H: -1.86632 1.15458 0.54948  0.059
H: -2.54253 -2.25997 0.70514  0.142
H: -0.62290 2.07217 -0.61550  0.088
H: 1.94923 1.07944 -0.01044  0.051

(7)
The molecule C7H10. Source: the Open Molecules 2025 dataset; level of theory: wB97M-V/def2-TZVPD.

## Properties
Kohn-Sham gap (eV): 10.3
Energy relative to the best compared isomer or geometry (same formula, charge and spin) (kcal/mol): 60.7
SMILES: C#CC1(CC)CC1
Electronic energy (eV): -7418.4018

Each line ends with the Löwdin charge.
Positions of all 17 atoms, in Å:
C: 1.69696 0.25307 -0.68550  -0.092
C: 0.28038 -0.08381 -0.24298  -0.444
C: 0.08293 -2.61180 -0.98864  0.120
C: -0.22791 0.49583 1.08332  -0.199
C: 0.53903 0.92154 -1.34848  -0.083
C: -1.73128 0.41415 1.38608  -0.099
C: 0.02171 -1.46542 -0.61490  -0.087
H: 0.31875 0.03775 1.91525  0.115
H: 0.29925 0.67134 -2.37634  0.108
H: 0.12989 -3.62222 -1.32956  0.023
H: 0.36448 1.95860 -1.07642  0.102
H: -2.35567 0.78278 0.56452  0.075
H: 2.19654 -0.51860 -1.26514  0.107
H: 0.05280 1.55718 1.07936  0.108
H: -1.95523 1.03493 2.26396  0.070
H: -2.04992 -0.60602 1.62378  0.070
H: 2.33729 0.78071 0.01168  0.107

(8)
A structure of composition C24H50Cl2O4P2Si2Tc at a distorted geometry. Source: the Open Molecules 2025 dataset; level of theory: wB97M-V/def2-TZVPD.

## Properties
Kohn-Sham gap (alpha / beta) (eV): 6.4 / 6.1
Energy relative to the best compared isomer or geometry (same formula, charge and spin) (kcal/mol): 0.0
2S+1: 4
Electronic energy (eV): -95457.9462

Each line ends with the Mulliken spin population.
Positions of all 85 atoms, in Å:
Tc: -0.13604 0.01914 -0.06697  1.895
Cl: 1.90160 2.33304 0.70383  0.043
Cl: 0.86308 -2.04403 4.82704  0.000
P: 2.29010 -1.39954 -0.45252  0.117
P: -1.49950 1.84446 1.28431  0.069
Si: -3.67311 0.73343 -0.66987  0.003
Si: 0.38905 -2.73727 -2.57350  -0.001
O: 1.90679 -1.01608 4.52267  -0.001
O: -0.36264 -1.39942 5.36175  0.000
O: -0.90099 -1.32887 0.71710  0.320
O: 0.54585 -2.78951 3.53597  -0.001
C: -3.14925 1.08582 1.12180  0.004
C: -1.92319 3.55239 0.62463  0.008
C: 1.53098 -2.93383 -1.07341  -0.012
C: 3.41915 -1.06368 -1.94354  0.004
C: -1.90030 -0.89064 -2.34917  -0.147
C: 2.78975 -1.67343 2.23747  -0.009
C: 4.21901 0.22550 -1.78588  0.004
C: 2.01868 2.99469 -1.00402  0.010
C: -0.50019 -1.08350 -2.46944  0.333
C: 0.13085 0.19149 -2.16400  0.006
C: -0.65084 0.73555 3.70400  0.026
C: -0.92972 -4.05787 -2.54900  0.002
C: -0.92378 1.09429 -1.72446  0.001
C: -4.52564 2.17248 -1.46639  0.010
C: -0.75141 4.52956 0.58336  0.002
C: 1.29695 -2.77696 -4.20092  0.013
C: -1.41877 1.95003 3.18170  -0.020
C: -4.75573 -0.78937 -0.71319  0.001
C: -3.09611 4.25208 1.31865  -0.001
C: 3.39649 -2.07978 0.92473  0.009
C: -2.17357 0.35813 -1.73802  0.298
C: 4.38227 -2.21100 -2.24764  0.000
C: 3.90020 -3.53392 0.83385  0.003
C: -2.71884 2.23998 3.95516  0.003
H: -0.49665 -5.04095 -2.78225  0.000
H: 4.58643 0.34382 -0.75912  0.002
H: 4.37183 -3.72135 -0.13032  0.000
H: 5.00070 -1.95561 -3.12063  0.000
H: -4.89924 -1.06672 -1.76922  -0.001
H: -1.68089 -3.80568 -3.31189  -0.001
H: 3.89724 -3.16410 -2.47732  0.000
H: -3.84718 2.99723 -1.69900  -0.001
H: -2.21030 3.33341 -0.41486  -0.009
H: 4.68031 -3.69837 1.58265  0.001
H: 2.27372 2.11535 -1.57631  0.001
H: 0.98659 3.14981 -1.35241  0.001
H: -0.13514 4.47439 1.48404  0.001
H: 0.35050 0.68890 3.27287  -0.012
H: 5.06710 -2.35174 -1.40421  0.001
H: 3.57587 -1.60854 3.00347  0.000
H: 1.14134 0.46566 -2.42244  -0.007
H: 0.52475 -2.89637 -4.97393  0.001
H: -4.93254 1.78234 -2.40793  0.001
H: -2.46636 2.52971 4.98975  0.001
H: 4.28440 -1.44095 0.83442  0.000
H: 2.71408 -0.94013 -2.77853  0.002
H: -2.66719 -1.62691 -2.63533  0.000
H: 1.85382 -1.85925 -4.41662  -0.002
H: -2.84371 4.49671 2.35559  0.000
H: 2.35892 -0.66549 2.16451  0.016
H: -5.34924 2.53469 -0.84212  0.001
H: 2.74471 3.82697 -1.12009  0.001
H: -1.14667 -0.21029 3.50435  0.001
H: 5.08132 0.22573 -2.46865  0.000
H: 3.64561 1.11489 -2.04773  -0.002
H: 3.11422 -4.28166 0.98666  0.000
H: -3.41655 1.38411 4.04130  0.000
H: -3.29017 3.08361 3.54369  -0.001
H: -1.42736 -4.10166 -1.57084  0.000
H: -1.12995 5.55725 0.48272  0.000
H: -0.51120 0.83162 4.77461  0.002
H: -0.74665 2.81168 3.32668  0.004
H: -3.87954 1.72245 1.64193  0.003
H: -4.03700 3.69583 1.30504  0.000
H: -3.09691 0.14237 1.68433  0.007
H: 1.97777 -3.63520 -4.25420  0.001
H: -5.73320 -0.56833 -0.25809  0.000
H: 1.99700 -2.33593 2.60843  -0.007
H: -3.30153 5.21184 0.82197  0.000
H: -0.09989 4.37383 -0.27495  -0.001
H: 2.33377 -3.65818 -1.27107  0.008
H: -0.87191 2.18296 -1.70876  -0.008
H: -4.29005 -1.63707 -0.18918  0.001
H: 0.95384 -3.31004 -0.21710  0.003

(9)
The molecule C3HCl3F2 at a distorted geometry. Source: the Open Molecules 2025 dataset; level of theory: wB97M-V/def2-TZVPD.

## Properties
Kohn-Sham gap (eV): 10.4
Energy relative to the best compared isomer or geometry (same formula, charge and spin) (kcal/mol): 42.6
SMILES: F[C@H]1C(Cl)(Cl)[C@]1(F)Cl
Electronic energy (eV): -46126.6969

Each line ends with the Löwdin charge.
Positions of all 9 atoms, in Å:
Cl: -1.94243 -0.50010 1.74110  0.644
Cl: -2.92548 1.40680 -0.18332  0.620
Cl: -0.72106 -2.59741 -0.13370  0.470
F: -1.68912 -0.95091 -2.19051  0.129
F: -0.04615 1.30230 -1.25607  0.050
C: -1.72181 0.08251 0.13060  -1.093
C: -0.29813 0.21143 -0.50929  -0.272
C: -1.27361 -0.84746 -0.97276  -0.643
H: 0.53793 0.02455 -0.04406  0.094

(10)
A cluster of 2 separate species, C8H8 in total at a distorted geometry. Source: the Open Molecules 2025 dataset; level of theory: wB97M-V/def2-TZVPD.

## Properties
Kohn-Sham gap (eV): 10.1
Energy relative to the best compared isomer or geometry (same formula, charge and spin) (kcal/mol): 90.2
SMILES: c1ccccc1.C#C
Electronic energy (eV): -8421.1075

Each line ends with the Löwdin charge.
Positions of all 16 atoms, in Å:
C: -0.04875 0.62599 0.17984  -0.117
C: -2.98097 -0.08796 0.18280  -0.018
C: -4.13159 -0.05852 -0.21272  0.007
C: 2.29077 0.70429 -0.13401  -0.095
C: 2.44665 -0.69402 0.07056  -0.106
C: 0.06296 -0.73090 -0.08362  -0.035
C: 1.12131 1.40398 -0.00506  -0.078
C: 1.37634 -1.41224 0.06817  -0.075
H: 1.44261 -2.33497 -0.13126  0.034
H: -5.25782 -0.07792 -0.06422  0.056
H: -2.03499 0.07340 0.57267  -0.049
H: -0.89943 -1.31465 -0.25076  0.103
H: 3.15093 1.36824 -0.21548  0.100
H: 0.97044 2.46812 -0.01254  0.102
H: -0.99398 1.08721 0.06246  0.053
H: 3.48552 -1.02004 -0.02682  0.119

(11)
A cluster of 2 separate species, C4H10O2 in total at a distorted geometry. Source: the Open Molecules 2025 dataset; level of theory: wB97M-V/def2-TZVPD.

## Properties
Kohn-Sham gap (alpha / beta) (eV): 8.2 / 4.9
Energy relative to the best compared isomer or geometry (same formula, charge and spin) (kcal/mol): 84.1
Charge: +1
2S+1: 2
Electronic energy (eV): -8393.2664

Each line ends with the Mulliken spin population.
Positions of all 16 atoms, in Å:
O: 0.33206 -2.04720 0.65180  0.775
O: -1.25442 -1.42353 3.47980  0.027
C: 0.33379 0.83536 -0.32000  0.004
C: 0.49748 -0.27712 -1.26332  0.097
C: -0.10381 2.08529 -1.01473  0.007
C: 0.66226 -1.59226 -0.51405  -0.042
H: -0.42532 0.57313 0.35071  0.003
H: -0.52067 -0.29886 -1.68151  -0.003
H: 1.14229 0.90986 0.35398  0.000
H: -1.97177 -1.68495 2.87527  -0.001
H: -0.79792 -2.28917 3.52590  -0.001
H: 0.76263 2.36362 -1.72875  0.002
H: -1.15822 2.06547 -1.45137  -0.001
H: 1.33936 -2.33000 -1.13771  0.127
H: 1.31420 0.14581 -1.80815  -0.002
H: -0.15193 2.96453 -0.31786  0.008

(12)
A structure of composition C3H5Li2O3 at a distorted geometry. Source: the Open Molecules 2025 dataset; level of theory: wB97M-V/def2-TZVPD.

## Properties
Kohn-Sham gap (alpha / beta) (eV): 4.6 / 8.5
Energy relative to the best compared isomer or geometry (same formula, charge and spin) (kcal/mol): 114.9
2S+1: 2
Electronic energy (eV): -9739.2379

Each line ends with the Mulliken spin population.
Positions of all 13 atoms, in Å:
O: 3.25855 -0.04468 0.35728  -0.004
O: -0.81914 0.85231 0.25804  -0.224
O: 0.09620 1.77711 -1.30626  -0.020
C: -0.98089 1.06963 -1.00483  -0.028
C: 1.22412 0.56163 -0.72491  0.005
C: 1.89947 0.24872 0.59612  -0.007
Li: -1.47211 -1.27897 -0.73782  0.598
Li: -2.61425 0.16251 0.77177  0.672
H: 1.15944 -0.36766 -1.31324  -0.014
H: 1.39744 -0.64629 1.00732  0.011
H: 3.69119 -0.25822 1.18753  0.001
H: 1.98468 1.00812 -1.38300  0.007
H: 1.79866 1.12902 1.25350  0.004